1.
{"formula": "C51H56AsSb3Tl", "method": "ωB97M-V/def2-TZVPD", "species": ["Tl", "C", "C", "C", "Sb", "C", "C", "C", "C", "C", "C", "C", "C", "C", "C", "C", "C", "Sb", "C", "C", "C", "C", "C", "C", "C", "C", "C", "C", "C", "C", "H", "H", "H", "H", "H", "H", "H", "H", "H", "H", "H", "H", "H", "H", "H", "H", "H", "H", "H", "H", "H", "H", "H", "H", "H", "H", "C", "C", "C", "C", "C", "C", "C", "Sb", "C", "C", "C", "C", "C", "C", "C", "C", "C", "C", "C", "C", "C", "C", "H", "H", "H", "H", "H", "H", "H", "H", "H", "H", "H", "H", "H", "H", "H", "H", "H", "H", "H", "H", "H", "C", "As", "C", "C", "H", "H", "H", "H", "H", "H", "H", "H", "H"], "positions_angstrom": [[-0.4443, -0.1905, 0.2499], [3.1445, 0.8576, 0.2564], [3.5138, 0.5944, 1.7052], [2.8353, 1.5652, 2.6626], [0.7337, 1.0505, 3.0214], [1.0592, -0.9588, 3.7416], [0.1343, -1.9484, 3.4397], [0.3423, -3.2480, 3.8728], [1.4744, -3.5621, 4.6055], [2.3822, -2.5693, 4.9303], [2.1794, -1.2693, 4.4974], [0.1534, 2.1471, 4.8018], [-0.4606, 3.3788, 4.6691], [-0.8285, 4.0649, 5.8143], [-0.5929, 3.5059, 7.0602], [0.0151, 2.2666, 7.1724], [0.3778, 1.5642, 6.0346], [4.0729, -0.5393, -1.2159], [2.9781, -2.3669, -0.7181], [1.9285, -2.4150, 0.1840], [1.2817, -3.6123, 0.4529], [1.7108, -4.7779, -0.1571], [2.7720, -4.7423, -1.0454], [3.3884, -3.5386, -1.3411], [5.8923, -1.0659, -0.1252], [7.1062, -0.5266, -0.5068], [8.2601, -0.9005, 0.1668], [8.1881, -1.8148, 1.2049], [6.9651, -2.3447, 1.5813], [5.8067, -1.9824, 0.9094], [3.4963, 1.8459, -0.0428], [2.0540, 0.8402, 0.1040], [4.5954, 0.7062, 1.8139], [3.2737, -0.4362, 1.9881], [2.8804, 2.5846, 2.2848], [3.2965, 1.5442, 3.6507], [-0.7666, -1.6976, 2.8797], [-0.3808, -4.0163, 3.6453], [1.6438, -4.5760, 4.9323], [3.2494, -2.8014, 5.5267], [2.8985, -0.5023, 4.7550], [-0.6480, 3.8130, 3.6954], [-1.3109, 5.0261, 5.7230], [-0.9059, 4.0289, 7.9507], [0.1986, 1.8272, 8.1413], [0.8359, 0.5888, 6.1234], [1.6873, -1.5324, 0.7700], [0.4748, -3.6398, 1.1712], [1.2368, -5.7166, 0.0775], [3.1223, -5.6525, -1.5065], [4.2109, -3.5167, -2.0420], [7.1731, 0.1715, -1.3288], [9.2105, -0.4933, -0.1401], [9.0913, -2.1263, 1.7082], [6.8997, -3.0580, 2.3899], [4.8590, -2.4200, 1.1989], [-3.2686, -4.2381, 1.8942], [-3.5407, -5.0124, 0.6419], [-4.1802, -6.2467, 0.6882], [-4.4328, -6.9628, -0.4688], [-4.0657, -6.4541, -1.7038], [-3.4372, -5.2253, -1.7811], [-3.2031, -4.5252, -0.6126], [-2.3757, -2.5318, -0.7665], [-2.0575, -1.9537, -2.8416], [-2.7986, -0.8788, -3.3196], [-2.6507, -0.4639, -4.6316], [-1.7338, -1.1013, -5.4527], [-0.9808, -2.1529, -4.9611], [-1.1144, -2.5927, -3.6442], [-0.2523, -3.7172, -3.1594], [-3.9437, -1.1850, -0.0961], [-3.6422, -0.2594, 0.8969], [-4.5586, 0.7143, 1.2528], [-5.7838, 0.7598, 0.6117], [-6.1112, -0.2091, -0.3186], [-5.2092, -1.2090, -0.6800], [-5.6159, -2.2836, -1.6346], [-3.3062, -4.8816, 2.7696], [-4.0211, -3.4576, 2.0271], [-2.2813, -3.7665, 1.8550], [-4.4703, -6.6489, 1.6472], [-4.9122, -7.9265, -0.4063], [-4.2623, -7.0068, -2.6079], [-3.1468, -4.8194, -2.7404], [-3.5309, -0.3975, -2.6838], [-3.2638, 0.3356, -5.0178], [-1.6178, -0.7903, -6.4791], [-0.2708, -2.6494, -5.6059], [0.0035, -4.3714, -3.9889], [-0.7484, -4.3178, -2.3964], [0.6805, -3.3403, -2.7355], [-2.7086, -0.3173, 1.4632], [-4.3170, 1.4235, 2.0287], [-6.4857, 1.5438, 0.8474], [-7.0846, -0.1904, -0.7819], [-6.4487, -1.9663, -2.2535], [-5.9382, -3.1686, -1.0835], [-4.7943, -2.5788, -2.2879], [-1.7870, 2.9273, -2.9913], [-0.3550, 2.0810, -1.9413], [0.8519, 1.5409, -3.3959], [0.5585, 3.6947, -1.2648], [-1.3556, 3.7487, -3.5644], [-2.5637, 3.3199, -2.3371], [-2.2324, 2.2119, -3.6770], [0.9071, 2.3312, -4.1417], [0.4753, 0.6399, -3.8766], [1.8543, 1.3465, -3.0081], [-0.1505, 4.5194, -1.2576], [1.3959, 3.9636, -1.9067], [0.9258, 3.5560, -0.2496]], "forces_ev_per_a": [[-0.3, 0.3, 0.0], [0.4, -0.7, -0.3], [-0.3, 0.0, 0.0], [-0.3, 0.0, -0.1], [0.9, -0.9, 0.5], [-0.3, 0.7, -0.3], [-0.2, 0.1, -0.1], [-0.1, 0.0, 0.0], [-0.1, 0.0, 0.0], [0.1, 0.0, 0.0], [0.2, 0.2, 0.0], [-0.2, -0.3, -1.1], [-0.1, 0.2, -0.1], [0.0, 0.0, -0.1], [-0.1, 0.0, 0.1], [0.0, -0.1, 0.0], [0.2, -0.3, 0.0], [0.3, -0.1, 0.2], [0.4, 1.0, -0.1], [0.0, -0.1, 0.0], [-0.2, 0.0, 0.0], [-0.2, 0.0, 0.1], [0.1, 0.0, -0.2], [0.0, 0.0, 0.0], [-1.4, 0.2, -0.5], [0.2, 0.1, 0.0], [0.0, 0.0, -0.1], [0.1, 0.0, 0.0], [-0.2, -0.2, 0.1], [0.3, 0.0, 0.3], [-0.1, 0.1, -0.1], [0.0, 0.1, -0.1], [0.0, -0.1, 0.1], [0.2, 0.0, 0.0], [-0.1, 0.1, 0.1], [-0.2, 0.0, 0.2], [0.0, -0.1, 0.1], [-0.1, -0.1, 0.0], [0.0, -0.1, 0.1], [0.1, 0.0, 0.1], [0.1, 0.0, 0.0], [0.0, 0.0, 0.0], [0.0, 0.1, 0.0], [0.0, 0.1, 0.1], [0.0, 0.0, 0.1], [0.0, -0.1, 0.0], [0.0, 0.1, 0.2], [-0.1, -0.1, 0.1], [-0.1, -0.2, 0.0], [0.0, -0.1, -0.1], [0.1, -0.1, -0.1], [0.0, 0.1, -0.1], [0.1, 0.0, 0.0], [0.0, 0.0, 0.1], [0.1, -0.1, 0.1], [0.0, 0.0, 0.0], [-0.1, 0.1, 0.0], [0.1, 0.0, 0.3], [0.0, 0.1, 0.0], [0.0, 0.0, 0.0], [-0.1, 0.0, -0.1], [0.2, 0.1, -0.4], [0.7, 0.5, 0.2], [-0.9, 0.9, -0.8], [0.1, -0.3, 0.8], [-0.3, 0.2, 0.2], [0.0, 0.0, 0.1], [0.0, -0.1, 0.0], [0.0, 0.0, 0.1], [0.1, -0.2, -0.1], [0.0, 0.0, 0.0], [0.7, -0.3, 0.0], [0.2, 0.0, 0.1], [0.1, 0.1, 0.1], [0.0, 0.0, 0.0], [0.1, 0.0, 0.0], [0.0, -0.1, -0.1], [-0.1, -0.1, -0.1], [0.1, 0.0, 0.0], [0.0, 0.1, 0.1], [0.1, 0.0, 0.1], [0.0, 0.0, 0.1], [0.0, -0.1, 0.0], [0.0, -0.1, -0.1], [0.0, 0.0, -0.1], [0.0, 0.1, 0.0], [-0.1, 0.1, 0.0], [0.0, 0.0, -0.1], [0.1, -0.1, -0.1], [0.1, -0.1, 0.0], [0.0, -0.1, 0.1], [0.1, 0.0, 0.1], [-0.2, 0.0, -0.1], [0.0, 0.1, 0.1], [-0.1, 0.0, 0.1], [-0.1, 0.0, -0.1], [-0.1, 0.0, -0.1], [0.0, -0.1, 0.0], [-0.1, 0.0, -0.1], [-0.3, -0.3, 0.4], [0.6, 0.4, -0.6], [0.0, -0.3, 0.3], [-0.2, -0.2, 0.3], [0.2, -0.1, 0.1], [0.0, 0.0, 0.0], [0.1, -0.1, 0.0], [-0.1, 0.2, 0.1], [0.0, -0.1, 0.0], [-0.1, 0.0, 0.0], [-0.1, 0.0, 0.0], [0.0, -0.2, -0.1], [0.0, -0.1, 0.0]], "lowdin_charge": [0.58, -0.41, -0.38, -0.31, 1.55, -0.40, -0.18, -0.08, -0.04, -0.04, -0.12, -0.37, -0.14, -0.05, -0.04, -0.04, -0.11, 1.47, -0.40, -0.21, -0.11, -0.07, -0.05, -0.12, -0.40, -0.14, -0.06, -0.06, -0.07, -0.15, 0.06, -0.05, 0.12, 0.08, 0.07, 0.07, 0.06, 0.11, 0.12, 0.12, 0.11, 0.10, 0.12, 0.12, 0.12, 0.10, 0.00, 0.07, 0.12, 0.12, 0.11, 0.10, 0.11, 0.12, 0.11, 0.09, -0.05, -0.30, 0.00, -0.02, -0.04, -0.11, -0.30, 1.64, -0.32, -0.13, -0.07, -0.03, -0.02, -0.30, -0.04, -0.33, -0.20, -0.06, -0.03, 0.00, -0.30, -0.04, 0.10, 0.09, 0.04, 0.13, 0.13, 0.12, 0.11, 0.10, 0.12, 0.13, 0.13, 0.10, 0.05, 0.08, 0.01, 0.12, 0.12, 0.13, 0.10, 0.10, 0.05, -0.26, 1.06, -0.27, -0.26, 0.06, 0.04, 0.01, 0.05, 0.02, 0.00, 0.04, 0.05, 0.01], "charge": 3, "molar_mass_g_mol": 1313.59, "e_tot_ha": -5104.9170, "e_lumo_ev": -11.438, "homo_lumo_gap_ev": 3.2}

2.
{"formula": "C3H9N4", "method": "ωB97M-V/def2-TZVPD", "species": ["C", "C", "C", "N", "N", "N", "N", "H", "H", "H", "H", "H", "H", "H", "H", "H"], "positions_angstrom": [[-1.7941, -2.2371, -0.2162], [-1.0113, -1.9975, -1.2899], [-0.9450, -0.9477, 1.4722], [-1.8220, -1.8180, 1.1068], [-0.2137, -0.3203, 0.4843], [2.0879, 2.6717, -0.4846], [0.5211, 0.7136, 0.7394], [-2.5040, -2.9737, -0.4716], [-1.1609, -2.4090, -2.2372], [-0.1705, -1.2638, -1.3740], [-1.1005, -0.5767, 2.5882], [1.6698, 3.5558, -0.1364], [3.0992, 2.6615, -0.3437], [0.9744, 1.1650, -0.0817], [2.0023, 2.7564, -1.5267], [0.3675, 1.0198, 1.7711]], "forces_ev_per_a": [[0.0, -0.8, -1.3], [1.8, 2.3, 0.7], [-1.3, 1.6, 2.5], [1.2, 0.1, -1.1], [2.2, 2.6, 1.2], [-0.6, 0.5, -1.7], [-3.9, -3.4, 2.3], [-1.2, -0.7, 0.4], [-0.9, -1.3, -1.0], [-1.0, -1.1, 0.4], [1.1, -0.4, -2.3], [0.7, -0.7, -0.1], [-0.3, 0.2, 0.3], [0.7, 1.0, 0.8], [0.0, -0.1, 1.2], [1.3, 0.4, -2.2]], "nbo_charge": [-0.13, -0.20, 0.09, -0.19, -0.03, -1.12, -0.36, 0.22, 0.21, 0.20, 0.21, 0.39, 0.40, 0.48, 0.39, 0.41], "charge": 1, "molar_mass_g_mol": 101.13, "e_tot_ha": -338.3267, "e_lumo_ev": [-6.883, -6.883], "homo_lumo_gap_ev": [7.1, 7.1]}